Density functional theory data (ωB97M-V/def2-TZVPD) for a cluster of 2 separate species, C11H6N7O7 in total at a distorted geometry.

Charge: -1
LUMO: 0.044 Eh

XYZ file:
```
31
Properties=species:S:1:pos:R:3:forces:R:3:nbo_charge:R:1
O 2.72707 -2.37298 -1.08340 0.7 -0.2 -0.2 -0.68
C 1.80911 -2.30654 -0.19901 -1.2 0.1 0.7 0.44
C 2.12253 -1.87330 1.15501 0.1 -0.1 -0.8 -0.32
C 1.14425 -1.65991 2.09111 -0.6 -0.2 -0.2 -0.16
C -0.20944 -1.92766 1.76679 0.5 -0.1 -0.5 -0.03
N -1.21360 -1.76119 2.76204 -1.1 0.2 0.9 0.50
O -2.39743 -2.04373 2.46774 1.5 0.4 0.5 -0.44
O -0.88303 -1.34345 3.89491 -0.5 -0.6 -1.5 -0.44
C -0.56323 -2.39813 0.47947 0.2 0.2 0.7 -0.15
C 0.41421 -2.59484 -0.46406 0.7 0.2 0.0 -0.35
H 3.17230 -1.68601 1.37914 -0.3 0.0 0.0 0.22
H 1.38266 -1.29395 3.08941 -0.1 -0.2 -0.3 0.23
H -1.60869 -2.59978 0.25244 0.3 0.0 0.1 0.24
H 0.14367 -2.94385 -1.45635 0.0 0.0 0.0 0.20
O -1.00216 -5.46968 -4.93755 1.1 1.8 0.0 -0.35
N -0.57184 -4.31631 -5.08261 -1.4 0.2 -0.9 0.51
O -1.12811 -3.46311 -5.81595 0.9 -1.4 1.2 -0.42
C 0.62872 -3.87290 -4.38751 0.5 0.2 0.4 -0.08
C 1.03207 -2.53947 -4.44679 0.0 -0.3 0.1 -0.07
C 2.22002 -2.10550 -3.82283 -0.2 -0.8 0.2 -0.12
N 2.71551 -0.75635 -3.93993 0.8 1.7 -0.1 0.52
O 2.06067 0.10278 -4.57028 0.8 -1.7 1.0 -0.40
O 3.81665 -0.51489 -3.40022 -1.8 -0.4 -1.0 -0.39
C 2.97894 -2.97187 -3.00437 -0.2 -0.2 -0.5 0.29
N 2.59083 -4.29853 -3.05206 -0.9 -0.2 0.5 -0.23
N 3.14724 -5.29767 -2.29360 -0.6 -0.8 -0.5 -0.06
N 2.38915 -6.34548 -2.45081 0.3 1.9 -0.5 -0.03
N 1.31683 -6.08779 -3.25413 0.5 1.2 -0.1 -0.29
C 1.42802 -4.79296 -3.61509 0.1 -0.8 0.4 0.32
H 0.42791 -1.80738 -4.97504 0.1 -0.2 -0.1 0.28
H 4.03676 -2.78841 -2.85203 -0.4 0.0 0.6 0.27
```
Positions in Å, forces in eV/Å.

---

Density functional theory data (ωB97M-V/def2-TZVPD) for a structure of composition C5H7FS2 at a distorted geometry.

LUMO: -0.020 Eh

XYZ file:
```
15
Properties=species:S:1:pos:R:3:forces:R:3:nbo_charge:R:1
C -0.26765 0.24699 -2.41868 -0.9 1.2 1.2 -0.68
C -0.25543 -0.41969 -1.00688 -1.9 -2.8 -4.1 -0.03
C 0.33665 0.37444 0.02056 0.5 2.2 0.0 -0.49
C 0.69730 -0.50016 2.14251 -3.8 -2.5 0.7 -0.59
C -0.36497 0.38311 1.35961 0.4 -1.7 1.8 0.23
H -1.03176 -0.35665 -3.10957 2.0 1.8 1.4 0.26
H -0.52902 1.45336 -2.18887 0.6 -3.2 -1.3 0.21
H 0.82930 0.13687 -2.69482 -1.3 0.5 -0.4 0.24
H 0.45696 1.46056 -0.35742 0.0 -1.8 0.5 0.23
H 0.25989 -1.64898 2.17074 1.1 2.9 0.0 0.24
H 0.90601 -0.16663 3.16879 0.3 -0.1 -0.5 0.23
H -0.30862 1.39961 1.66855 -0.5 0.8 0.8 0.17
F -1.66521 -0.11237 1.45211 0.9 0.7 -0.3 -0.34
S -0.88855 -1.97424 -1.03824 1.0 1.8 1.1 0.03
S 1.82510 -0.27621 0.83162 1.7 0.3 -1.0 0.29
```
Positions in Å, forces in eV/Å.

---

Density functional theory data (ωB97M-V/def2-TZVPD) for the molecule C10H15O2P at a distorted geometry.

LUMO: 0.017 Eh

XYZ file:
```
28
Properties=species:S:1:pos:R:3:forces:R:3:nbo_charge:R:1
C -2.35338 -0.13294 2.18689 -1.4 -0.1 -1.4 -0.64
C -1.58007 0.37172 0.98420 0.3 0.2 -0.9 0.02
C -1.43071 1.87877 1.14636 0.8 0.8 0.5 -0.67
O -2.42389 0.11694 -0.21422 0.9 -0.5 1.6 -0.74
P 0.23260 -0.46051 1.08404 0.3 0.0 1.1 1.81
C 0.08565 -2.32860 1.21794 -0.4 0.0 -2.1 -0.99
O 0.95585 0.01163 2.33056 -1.0 0.0 -1.5 -1.09
C 1.16773 -0.08660 -0.50275 -0.4 -3.3 -1.2 -0.39
C 1.37083 -1.19467 -1.50611 -0.2 3.9 0.1 -0.19
C 1.86920 -0.84177 -2.78127 -0.2 -0.4 1.3 -0.21
C 2.30911 0.44655 -3.09512 -0.2 0.6 1.9 -0.21
C 2.23663 1.42323 -2.08179 -1.2 1.5 -0.1 -0.20
C 1.61416 1.17637 -0.82062 0.5 0.9 0.3 -0.20
H -3.44066 0.18152 2.04585 1.4 -0.4 0.4 0.23
H -2.29206 -1.20746 2.21989 -0.3 -0.5 0.2 0.21
H -1.93350 0.26731 3.07812 0.2 0.3 0.7 0.23
H -0.79873 2.35383 0.42435 0.7 -0.1 -0.9 0.21
H -0.93826 2.18641 2.11256 -0.9 -0.5 -0.7 0.24
H -2.38003 2.37851 0.93345 -0.2 -0.3 0.7 0.23
H -1.95803 0.28519 -1.03598 0.4 0.2 0.0 0.48
H -0.17935 -2.67339 2.21189 0.4 0.3 0.2 0.26
H 1.01122 -2.78722 0.80689 -0.2 0.5 0.9 0.25
H -0.66447 -2.78832 0.53488 0.0 0.7 0.3 0.24
H 1.02599 -2.19177 -1.35565 -0.2 -0.4 0.3 0.22
H 1.89168 -1.59898 -3.54538 0.1 -0.3 -0.1 0.21
H 2.71410 0.66690 -4.06585 0.0 0.1 -0.2 0.22
H 2.37481 2.53598 -2.27764 0.5 -1.7 0.0 0.22
H 1.51355 2.01137 -0.03549 0.2 -1.3 -1.5 0.24
```
Positions in Å, forces in eV/Å.

---

Relative energy (zero: lowest compared OMol25 entry of this formula, charge and spin) per entry: 0.0, 51.5, 59.8 kcal/mol
Gap between HOMO and LUMO per entry: 6.55, 8.01, 9.87 eV